Entry from OMol25: C21H49F4NO16P3S2 as an isolated structure (wB97M-V/def2-TZVPD).

Properties
* multiplicity: 1
* charge: -1
* lowest unoccupied orbital energy: 0.4 eV
* energy relative to the best compared isomer or geometry (same formula, charge and spin): 54.7 kcal per mole
* frontier orbital gap: 7.11 eV

Structure (XYZ):
```
96
Properties=species:S:1:pos:R:3:lowdin_charge:R:1
S -0.488 -4.956 4.374 0.5788
S 1.735 -4.705 5.914 0.5403
P 0.964 0.684 -6.684 0.6501
P 1.514 2.803 -0.794 0.6729
P -4.021 1.623 3.946 0.6660
F -3.051 -4.726 5.067 0.1172
F -2.365 -6.738 4.627 0.1227
F -1.887 -5.794 6.520 0.1363
F 3.689 -3.551 4.481 -0.0438
O -4.118 1.040 2.398 -0.2561
O 1.883 4.039 -1.579 -0.2071
O 0.909 1.980 -5.923 -0.2078
O 1.485 -0.680 -7.472 -0.2365
O 2.245 -3.856 6.974 -0.3447
O -0.288 0.908 -7.730 -0.2248
O 0.906 1.413 -0.108 -0.2546
O 1.523 -6.027 6.476 -0.3394
O 0.239 -0.251 -5.536 -0.2450
O -4.383 3.041 3.577 -0.2231
O -2.386 1.804 4.080 -0.2364
O 0.258 -6.063 3.810 -0.3268
O -0.998 -4.152 3.284 -0.3360
O -3.929 0.061 4.494 -0.2404
O 2.857 1.944 -1.252 -0.2521
O 2.008 3.328 0.692 -0.2322
N 0.381 -3.970 5.333 -0.3022
C 3.361 2.054 -2.583 -0.3037
C -3.418 -1.053 3.732 -0.2464
C 0.776 1.379 -9.869 -0.0821
C -4.492 2.462 0.489 -0.0767
C -2.032 -5.582 5.215 -0.6607
C 1.688 0.320 0.397 -0.2610
C -0.052 3.732 1.910 -0.0763
C 0.838 -1.953 -7.413 -0.2718
C -0.519 -2.004 -8.078 -0.0745
C 0.468 0.010 -4.147 -0.2733
C -1.879 2.516 5.203 -0.2972
C 4.173 -5.791 5.032 -0.0632
C -0.748 0.674 -3.534 -0.0601
C -1.964 1.679 6.468 -0.0770
C 3.073 -4.785 4.675 -0.4187
C 1.233 4.320 1.359 -0.2862
C -5.117 1.527 1.506 -0.2956
C 2.500 0.637 1.631 -0.0646
C -1.938 -0.996 3.440 -0.0629
C 4.619 2.899 -2.593 -0.0738
C -0.145 1.874 -8.767 -0.2870
H -1.141 2.053 -9.174 0.1180
H -0.854 -3.040 -8.162 0.0818
H -0.835 2.754 4.990 0.1099
H -1.070 1.543 -4.110 0.0784
H -3.998 -1.201 2.823 0.1119
H -5.924 2.020 2.049 0.1012
H -1.366 -0.775 4.341 0.0795
H -3.611 -1.932 4.351 0.1169
H 1.361 0.618 -4.005 0.0786
H 4.466 3.851 -2.085 0.0734
H -1.479 0.713 6.326 0.0790
H -3.006 1.480 6.734 0.0699
H 2.901 -0.285 2.059 0.0868
H -5.552 0.663 0.995 0.1149
H -3.817 1.908 -0.167 0.0727
H 0.446 0.410 -10.244 0.0702
H 3.344 1.287 1.399 0.0722
H 4.949 3.095 -3.616 0.0747
H 4.720 -5.511 5.945 0.0869
H 1.892 1.135 2.386 0.0726
H 0.960 -0.453 0.658 0.1222
H 2.607 2.465 -3.257 0.0937
H 5.423 2.384 -2.063 0.0752
H -1.599 -1.953 3.041 0.0580
H 2.635 -5.076 3.703 0.1217
H -1.488 2.195 7.303 0.0764
H 4.907 -5.769 4.203 0.0811
H -2.416 3.462 5.327 0.1059
H 2.306 -0.112 -0.389 0.1102
H 0.651 -0.949 -3.657 0.1225
H 3.591 1.044 -2.933 0.1136
H -1.268 -1.462 -7.500 0.0739
H 0.795 -2.322 -6.389 0.1130
H -0.705 3.394 1.101 0.0715
H 3.803 -6.823 5.128 0.0840
H 1.844 4.706 2.177 0.1179
H 1.796 1.251 -9.498 0.0707
H 0.798 2.089 -10.698 0.0764
H -3.897 3.237 0.971 0.0684
H 1.505 -2.637 -7.944 0.1189
H 0.157 2.865 2.537 0.0680
H -0.593 4.473 2.502 0.0818
H -0.544 0.990 -2.509 0.0582
H -1.590 -0.021 -3.521 0.0789
H -0.486 -1.566 -9.076 0.0693
H 0.220 2.819 -8.354 0.1086
H -1.707 -0.229 2.699 0.0682
H -5.259 2.939 -0.126 0.0730
H 1.019 5.154 0.683 0.1066
```